A cluster of 2 separate species, C2H8OS in total in a non-equilibrium geometry. Source: the OMol25 dataset; level of theory: the ωB97M-V functional and the def2-TZVPD basis.

Element x y z (Å)
C1 0.7159 -1.4017 -0.9700
C2 -0.6792 -0.9506 -0.5445
O1 -0.7592 -0.6968 0.8669
H1 0.8523 -2.3794 -0.5240
H2 0.6521 -1.4931 -2.0534
H3 1.4631 -0.7086 -0.5959
H4 -1.4066 -1.7390 -0.7653
H5 -1.0958 -0.1105 -1.1055
H6 -0.9390 0.2382 0.8662
S1 0.0925 2.7811 1.9507
H7 1.1043 2.3744 1.1614
H8 -0.0004 4.0859 1.7135

Cartesian forces (eV/Å) of the 6 atoms listed first:
C -1.43 0.21 0.22
C -0.55 -0.73 0.17
O 0.13 0.09 -0.77
H 0.40 -0.18 -0.01
H 0.65 0.01 -0.08
H 0.20 0.03 -0.32

## Properties
- E_LUMO (hartree) = 0.0250
- spin multiplicity = 1
- E (hartree) = -554.39114
- maximum force (eV Å⁻¹) = 1.46
- SMILES = CCO.S